Molecular formula: C4H4N2O2
Method: DFT, ωB97M-V/def2-TZVPD

Each line ends with the Mulliken charge.
Cartesian coordinates (Å):
H1 -1.39696 1.11508 -1.22488  0.2782
C1 -1.13420 -0.74915 -0.00024  0.2654
C2 1.15864 -0.54282 0.15628  0.4609
O1 2.17454 -1.11377 -0.30305  -0.5877
N1 0.02355 -1.18307 0.73869  -0.4146
H2 -0.32267 1.28222 1.46132  0.2852
O2 -2.24266 -1.13532 -0.24204  -0.4950
H3 0.39162 -2.31534 0.25264  0.3876
C3 -0.74888 0.69443 -0.32929  0.1928
H4 1.53665 1.53084 -0.75678  0.3666
N2 -0.21911 1.52813 0.50361  -0.3942
C4 0.77946 0.88876 -0.25627  -0.3453

The value obtained for the energy above the lowest of the compared OMol25 structures with the same formula, charge and spin is 88.4 kcal per mole. The max |F| is 8.96 eV Å⁻¹. The calculation puts the HOMO-LUMO gap at 10.319 eV. As for the HOMO energy: -10.07 eV.